This record from the OMol25 dataset describes a cluster of 2 separate species, C4H10NO2 in total in a non-equilibrium geometry. The level of theory is wB97M-V/def2-TZVPD.

Each atom is followed by the atoms it is bonded to, with distances in Å.
Atoms and positions in Å:
1 C 0.85 0.86 -1.35  C4 1.392, H8 1.069, H9 0.994
2 C -0.35 1.50 0.88  C4 1.542, H11 1.164, H12 1.201, H13 1.076
3 C 2.08 -1.25 0.06  O7 1.408, H14 1.122, H15 1.087, H16 1.186
4 C 0.67 0.73 0.02  C1 1.392, C2 1.542, O7 1.434
5 N -2.97 -1.06 0.20  O6 1.382, H10 1.012, H17 1.035
6 O -2.95 0.28 0.57  N5 1.382
7 O 1.43 -0.22 0.78  C3 1.408, C4 1.434
8 H 1.36 0.11 -1.91  C1 1.069
9 H 0.24 1.42 -1.89  C1 0.994
10 H -2.07 -1.49 0.37  N5 1.012
11 H 0.01 1.65 1.98  C2 1.164
12 H -1.42 0.95 0.91  C2 1.201
13 H -0.53 2.43 0.36  C2 1.076
14 H 2.89 -1.00 -0.68  C3 1.122
15 H 1.30 -1.86 -0.37  C3 1.087
16 H 2.56 -1.95 0.89  C3 1.186
17 H -3.10 -1.08 -0.82  N5 1.035

Net charge   -1
F_max   5.6 eV Å⁻¹
ΔE to the lowest compared entry with this formula, charge and spin   586.7 kJ/mol
Kohn-Sham gap   0.1801 Eh